1.
The following is a quantum chemistry calculation of C5H7NOS in the gas phase, from OMol25.

CARTESIAN COORDINATES (ANGSTROEM)
H 0.03662 -1.60103 1.20972
S 3.68964 0.16497 -0.31083
N 1.07901 0.00332 0.34674
C 1.35975 1.27757 0.39515
H -0.26383 -0.35269 -1.36870
H 2.93216 2.52338 -0.34010
C -0.13373 -0.70222 0.69193
C 2.65608 1.50251 0.09348
C 2.43897 -0.94979 0.00307
H -0.90345 -2.01652 -0.87998
C -0.88812 -0.91722 -0.64879
O 2.36418 -2.10559 0.12580
H -0.64681 -0.08420 1.30302
H 0.54230 1.94774 0.68357
H -1.99174 -0.65184 -0.61982

Multiplicity: 1
HOMO energy, eV: -7.77
ΔE to the lowest compared entry with this formula, charge and spin, kJ/mol: 190.4
Total charge: 0
Gap between HOMO and LUMO, eV: 8.63

2.
The following is a quantum chemistry calculation of an isolated ion of composition C7H13N2 and charge +1, from OMol25.

CARTESIAN COORDINATES (ANGSTROEM)
H -1.17960 2.97931 1.05429
H -0.08334 -3.23025 0.20472
N -0.71141 1.28297 -0.15784
C 2.81681 0.82764 -0.15951
C -1.65684 1.93139 0.67812
H 1.47163 0.92953 -1.65188
H -1.31969 -2.35723 0.79489
H -2.51402 2.07256 0.19231
C -0.19575 -2.27779 0.54502
C -1.17928 0.50925 -1.26884
H 3.06237 0.58211 0.82161
H 0.27913 -2.29725 1.43480
H 0.76164 0.80549 1.22764
H -1.24982 -1.61277 -1.91588
H 3.77785 0.90620 -0.78362
C 1.58400 0.85439 -0.64253
H -1.95727 1.00493 -1.97091
N 0.16510 -1.21409 -0.34621
C -0.83050 -0.80621 -1.27578
C 0.43350 0.73333 0.23134
H 1.05978 -1.49136 -0.68047
H -2.02032 1.42748 1.50160

Multiplicity: 1
HOMO energy, eV: -13.63
ΔE to the lowest compared entry with this formula, charge and spin, kJ/mol: 442.5
Total charge: +1
Gap between HOMO and LUMO, eV: 9.80

3.
The following is a quantum chemistry calculation of an isolated ion of composition C4H4NO and charge +1, from OMol25.

CARTESIAN COORDINATES (ANGSTROEM)
H -0.83515 1.66660 0.57216
C 1.67687 0.14989 0.05447
O 1.26187 1.32464 0.14867
H -0.49476 -2.39257 0.19887
C 1.33520 -1.05245 -0.06785
H -1.65692 -0.22349 0.01510
N -0.68917 -0.32023 0.23109
C 0.05912 -1.44154 0.07012
H -0.45024 1.25789 -1.18677
C -0.20681 1.03127 -0.03587

Multiplicity: 1
HOMO energy (spin up / spin down), eV: -15.25 / -15.25
ΔE to the lowest compared entry with this formula, charge and spin, kJ/mol: 321.1
Total charge: +1
Gap between HOMO and LUMO (spin up / spin down), eV: 9.06 / 9.06

4.
The following is a quantum chemistry calculation of a 5-piece molecular cluster, C14H25Cl12IN4O2 overall, from OMol25.

CARTESIAN COORDINATES (ANGSTROEM)
C 6.90923 1.75281 4.91527
H 0.38293 -2.91623 -0.74042
Cl 6.35168 0.11323 4.57231
H -0.58187 -2.13773 -1.97116
N -5.98800 0.94145 -0.98953
H -3.71393 -2.84453 -0.58083
Cl 1.16107 -5.34605 1.74219
C 5.12546 0.94694 0.64193
C 1.11977 0.77679 -2.88961
I -0.20099 2.21812 -2.03603
Cl -0.40728 -3.89878 3.71223
N 2.17473 -1.15362 -0.61480
H 2.69855 -1.60769 -1.35678
H -6.15960 0.46063 -1.86602
C -9.06838 2.56831 1.41280
Cl 4.97709 3.94484 -3.97061
H 5.86471 1.13746 -0.13370
H 1.91165 -4.18783 3.63049
C 1.15109 -3.99860 2.88553
H 0.49104 -0.00117 -0.53344
C 4.28679 2.73668 -5.05883
C -2.52857 -1.07407 -0.68006
C -1.27838 -1.68367 -0.00959
H 3.78952 1.98817 -4.45818
C -5.34041 0.03505 -0.12452
H 2.35932 0.65975 0.45622
C 2.94397 0.04353 -0.22855
C -0.13300 -1.99153 -0.98720
Cl -9.09217 1.29213 0.18454
Cl 6.41971 2.25540 6.53224
N -5.00290 -1.19817 -0.75215
C -3.78217 -1.81307 -0.22775
H -5.31731 1.24115 1.31451
H 4.45969 1.81356 0.64366
H -2.44572 -1.12086 -1.76647
Cl -10.50986 3.57005 1.29615
Cl 3.07783 3.45648 -6.11549
Cl -7.60533 3.53858 1.26984
H 5.59695 0.90214 1.61711
H 4.81420 -0.90612 -0.43523
H -9.06367 2.09021 2.38276
H 7.98976 1.75337 4.87636
C 0.86907 -0.83535 -1.12164
H -3.76751 -1.85354 0.86557
C 4.30697 -0.31919 0.33477
O 0.94730 -0.49163 -2.54423
N -5.04749 0.28640 1.08902
Cl 5.55541 1.94209 -5.99605
H -1.57059 -2.62749 0.45766
H -6.88861 1.19492 -0.58876
H -5.76772 -1.84794 -0.60592
Cl 6.31768 2.88096 3.69699
H 3.13632 0.66929 -1.11420
H -2.62904 -0.02690 -0.39062
H 4.20443 -0.95362 1.21522
Cl 1.53283 -2.49204 2.05977
O 1.90368 1.14318 -3.70896
H -0.93994 -1.02626 0.79221

Multiplicity: 1
HOMO energy, eV: -9.34
Total charge: 0
Gap between HOMO and LUMO, eV: 9.59

- What is the total charge in the third record?
  +1